--- one ---
Here is 2 unconnected molecules or ions with the total composition C4H9O2P from the Open Molecules 2025 dataset. Energies are from ωB97M-V/def2-TZVPD.

Each line ends with the Mulliken charge.
Geometry (Å):
C -0.046 1.113 1.276  0.563
C 0.353 -0.672 -1.034  -1.049
C -1.127 -1.297 0.998  -0.871
C -0.743 -0.338 -0.144  -0.068
O -0.539 1.252 2.342  -0.507
O 0.819 1.811 0.623  -0.219
P 1.542 3.325 1.129  -0.086
H 1.213 -0.895 -0.411  0.293
H 0.223 -1.678 -1.624  0.321
H 0.463 0.117 -1.868  0.257
H -1.811 -0.712 1.713  0.240
H -0.054 -1.525 1.422  0.227
H -1.638 -2.229 0.696  0.339
H -1.508 0.270 -0.581  0.409
H 2.074 3.557 -0.273  0.073
H 0.415 4.050 0.573  0.077

Summary:
- frontier orbital gap (Ha) = 0.3214
- HOMO level (Eh) = -0.3084

=====

--- two ---
Here is C4H9O2P in the gas phase from the Open Molecules 2025 dataset. Energies are from ωB97M-V/def2-TZVPD.

Each line ends with the Mulliken charge.
Geometry (Å):
C -1.629 -1.550 -0.081  -0.070
C 1.231 0.735 -1.101  -1.356
C -1.068 1.207 0.357  -1.134
C 0.860 -0.919 1.053  -1.074
O -0.714 -1.169 -1.369  -0.520
O -2.073 -2.620 -0.143  -0.382
P -0.115 -0.263 -0.234  1.278
H 1.500 1.688 -0.517  0.322
H 0.698 1.243 -1.869  0.407
H 1.982 0.256 -1.669  0.410
H -0.279 1.854 0.738  0.358
H -1.841 0.842 1.189  0.294
H -1.581 1.795 -0.386  0.398
H 1.131 -1.914 0.846  0.397
H 0.147 -0.918 1.858  0.382
H 1.749 -0.266 1.328  0.290

Summary:
- SMILES string = CP1(C)(C)OC1=O
- frontier orbital gap (Ha) = 0.3507
- HOMO level (Eh) = -0.3243

=====

The structure shown above that is least stable: one.